(1)
ORCA calculation (the ωB97M-V functional and the def2-TZVPD basis) on C4H6N2 in the gas phase.

Values from the calculation:
LUMO energy in Eh: 0.0098
Total energy in hartree: -265.30255
Relative energy (zero: lowest compared OMol25 entry of this formula, charge and spin) in kJ/mol: 611.8
Charge: 0
Max |F| in Eh/bohr: 0.0141
HOMO level in eV: -7.964

Geometry as XYZ:
```
12
Properties=species:S:1:pos:R:3:mulliken_charge:R:1
N 2.053 1.005 -0.866 -0.555
C 1.573 0.161 -0.163 0.287
C 0.661 -0.482 0.666 0.040
C -0.355 0.913 0.299 -0.839
C -1.214 -0.178 -0.399 -0.282
N -0.396 -1.298 0.120 -0.423
H 0.958 -0.629 1.705 0.355
H -0.753 1.115 1.304 0.175
H 1.089 1.606 -0.653 0.513
H -1.191 -0.099 -1.497 0.218
H -2.265 -0.255 -0.089 0.255
H -0.097 -2.000 -0.548 0.255
```

---

(2)
ORCA calculation (the ωB97M-V functional and the def2-TZVPD basis) on C4H6N2 in the gas phase at a distorted geometry.

Values from the calculation:
LUMO energy in Eh: 0.0473
SMILES: N1[C@H]2[C@@H]1[C@H]1N[C@@H]21
Total energy in hartree: -265.35110
Relative energy (zero: lowest compared OMol25 entry of this formula, charge and spin) in kJ/mol: 484.3
Charge: 0
Max |F| in Eh/bohr: 0.0626
HOMO level in eV: -9.231

Geometry as XYZ:
```
12
Properties=species:S:1:pos:R:3:mulliken_charge:R:1
N -0.010 1.509 0.362 -0.552
C 0.610 0.741 -0.670 -0.287
C -0.826 0.584 -0.399 -0.181
C -0.752 -0.902 -0.002 -0.241
N 0.165 -1.217 1.100 -0.519
C 0.704 -0.963 -0.190 -0.258
H 0.264 1.224 1.303 0.207
H 1.091 1.299 -1.504 0.362
H -1.681 0.976 -0.926 0.424
H -1.569 -1.592 -0.191 0.416
H 0.382 -0.500 1.793 0.218
H 1.621 -1.158 -0.675 0.411
```

---

(3)
ORCA calculation (the ωB97M-V functional and the def2-TZVPD basis) on 3 unconnected molecules or ions with the total composition C4H6N2 at a distorted geometry.

Values from the calculation:
LUMO energy in Eh: -0.0276
Total energy in hartree: -265.43851
Relative energy (zero: lowest compared OMol25 entry of this formula, charge and spin) in kJ/mol: 254.8
Charge: 0
Max |F| in Eh/bohr: 0.0571
HOMO level in eV: -10.298

Geometry as XYZ:
```
12
Properties=species:S:1:pos:R:3:mulliken_charge:R:1
N -1.181 1.177 -0.790 -0.507
C -0.295 0.326 -0.465 0.415
C 0.521 -0.574 -1.354 -0.394
C 1.332 -1.264 -0.551 -0.308
C 1.044 -0.797 0.847 -0.184
N 0.119 0.100 0.917 -0.396
H -1.878 1.594 2.160 -0.295
H -1.299 1.219 -1.809 0.267
H 0.459 -0.623 -2.437 0.343
H 2.104 -1.976 -0.832 0.375
H 1.576 -1.181 1.730 0.370
H -2.502 2.000 2.585 0.314
```

---

(4)
ORCA calculation (the ωB97M-V functional and the def2-TZVPD basis) on C4H6N2 in the gas phase at a distorted geometry.

Values from the calculation:
LUMO energy in Eh: 0.0303
SMILES: C=C[C@@H](N)C#N
Total energy in hartree: -265.44884
Relative energy (zero: lowest compared OMol25 entry of this formula, charge and spin) in kJ/mol: 227.7
Charge: 0
Max |F| in Eh/bohr: 0.0828
HOMO level in eV: -10.324

Geometry as XYZ:
```
12
Properties=species:S:1:pos:R:3:mulliken_charge:R:1
C 0.506 1.585 0.724 -0.721
C 0.610 0.676 -0.270 -0.388
C -0.169 -0.511 -0.703 0.355
N 0.410 -1.756 -0.306 -0.558
C -1.412 -0.010 0.153 0.098
N -2.448 -0.048 0.651 -0.462
H -0.314 1.715 1.425 0.303
H 1.173 2.427 0.770 0.268
H 1.524 0.710 -0.850 0.311
H -0.443 -0.486 -1.764 0.292
H -0.176 -2.557 -0.479 0.239
H 0.740 -1.746 0.649 0.264
```

---

(5)
ORCA calculation (the ωB97M-V functional and the def2-TZVPD basis) on C4H6N2 in the gas phase at a distorted geometry.

Values from the calculation:
LUMO energy in Eh: 0.0292
SMILES: [H]/N=C1/[C@H]2CN[C@@H]12
Total energy in hartree: -265.32288
Relative energy (zero: lowest compared OMol25 entry of this formula, charge and spin) in kJ/mol: 558.4
Charge: 0
Max |F| in Eh/bohr: 0.0438
HOMO level in eV: -8.021

Geometry as XYZ:
```
12
Properties=species:S:1:pos:R:3:mulliken_charge:R:1
H 1.289 -0.857 1.567 0.490
N 0.526 -0.706 2.276 -0.638
C 0.052 0.042 1.415 0.439
C 0.914 0.127 -0.204 -0.708
C -0.092 -0.536 -1.160 -0.344
N -1.193 0.312 -0.651 -0.429
C -0.414 0.887 0.408 -0.083
H 1.501 0.930 -0.666 0.225
H -0.234 -1.616 -0.983 0.217
H 0.082 -0.391 -2.240 0.249
H -2.050 -0.149 -0.365 0.250
H -0.381 1.955 0.603 0.333
```

---

(6)
ORCA calculation (the ωB97M-V functional and the def2-TZVPD basis) on a molecular structure, C4H6N2 at a distorted geometry.

Values from the calculation:
LUMO energy in Eh: 0.0323
Total energy in hartree: -265.40669
Relative energy (zero: lowest compared OMol25 entry of this formula, charge and spin) in kJ/mol: 338.4
Charge: 0
Max |F| in Eh/bohr: 0.0880
HOMO level in eV: -9.028

Geometry as XYZ:
```
12
Properties=species:S:1:pos:R:3:mulliken_charge:R:1
C 0.539 -0.625 -0.628 -0.405
C -0.295 -1.022 0.571 -0.677
C 0.297 0.837 -0.369 0.551
C -1.284 0.397 0.691 -0.130
N -1.308 1.142 -0.300 -0.489
N 1.057 1.835 -0.362 -0.681
H 1.859 1.748 -0.982 0.269
H 1.593 -0.875 -0.540 0.276
H 0.160 -0.961 -1.588 0.256
H -1.841 0.508 1.612 0.388
H -1.036 -1.802 0.399 0.321
H 0.259 -1.182 1.495 0.322
```

---

(7)
ORCA calculation (the ωB97M-V functional and the def2-TZVPD basis) on C4H6N2 in the gas phase at a distorted geometry.

Values from the calculation:
LUMO energy in Eh: 0.0340
SMILES: N#C[C@H]1CCN1
Total energy in hartree: -265.46987
Relative energy (zero: lowest compared OMol25 entry of this formula, charge and spin) in kJ/mol: 172.5
Charge: 0
Max |F| in Eh/bohr: 0.0223
HOMO level in eV: -9.767

Geometry as XYZ:
```
12
Properties=species:S:1:pos:R:3:mulliken_charge:R:1
N 2.488 0.646 -0.960 -0.483
C 1.785 0.056 -0.253 0.199
C 0.654 -0.317 0.618 0.171
C -0.326 0.865 0.367 -0.684
C -1.187 -0.151 -0.417 -0.352
N -0.359 -1.248 0.119 -0.494
H 0.992 -0.542 1.636 0.310
H -0.788 1.272 1.264 0.236
H 0.173 1.639 -0.224 0.310
H -1.136 -0.032 -1.506 0.251
H -2.237 -0.220 -0.115 0.285
H -0.057 -1.967 -0.530 0.252
```

---

(8)
ORCA calculation (the ωB97M-V functional and the def2-TZVPD basis) on C4H6N2 in the gas phase at a distorted geometry.

Values from the calculation:
LUMO energy in Eh: 0.0281
SMILES: CC1=NC=NC1
Total energy in hartree: -265.49342
Relative energy (zero: lowest compared OMol25 entry of this formula, charge and spin) in kJ/mol: 110.7
Charge: 0
Max |F| in Eh/bohr: 0.0279
HOMO level in eV: -10.004

Geometry as XYZ:
```
12
Properties=species:S:1:pos:R:3:mulliken_charge:R:1
C 0.468 1.474 0.942 -0.968
C -0.066 0.260 0.210 0.624
N -1.261 -0.198 0.390 -0.553
C -1.372 -1.270 -0.520 -0.158
N -0.413 -1.456 -1.346 -0.508
C 0.639 -0.604 -0.806 -0.226
H 1.499 1.711 0.654 0.286
H 0.436 1.302 2.026 0.274
H -0.160 2.355 0.737 0.267
H -2.234 -1.926 -0.495 0.395
H 1.399 -0.150 -1.457 0.355
H 1.066 -1.499 -0.334 0.211
```